(1)
95
Properties=species:S:1:pos:R:3 method="wB97M-V/def2-TZVPD" homo_energy_ha=-0.5521 de_lowest_kj_mol=39.0 charge=+3 gap_ev=6.46
Ta -19.93931 -4.38199 10.26313
Te -18.76197 -1.99430 12.94161
C -19.38045 0.02141 13.21145
C -19.16732 1.06083 12.33598
C -19.55973 2.36439 12.64271
N -20.21668 2.65285 13.77430
C -20.43851 1.68707 14.63891
C -20.01362 0.34120 14.43589
C -19.84342 -2.34984 11.10934
P -21.61060 -2.77392 11.19141
C -22.56577 -2.28702 9.69218
C -23.49680 -3.19171 9.04206
C -24.12909 -2.87768 7.88561
C -24.01235 -1.64048 7.27927
C -23.25116 -0.69195 7.92423
C -22.50189 -1.02801 9.06238
C -22.55394 -2.45076 12.66786
C -23.90485 -2.22478 12.44209
C -24.87884 -2.06941 13.41989
C -24.50674 -2.07417 14.76976
C -23.15864 -2.28281 15.00911
C -22.15830 -2.38890 14.03471
P -18.83860 -2.24096 9.58096
C -17.03099 -2.04352 9.87097
C -16.34038 -0.91411 9.37151
C -14.92972 -0.96540 9.31090
C -14.25145 -2.07729 9.83257
C -14.92997 -3.05986 10.52074
C -16.32599 -3.08065 10.50081
C -19.29263 -1.26293 8.14261
C -19.45595 -2.01197 6.92011
C -19.43586 -1.29208 5.76063
C -19.25486 0.07147 5.74127
C -19.24221 0.79598 6.96702
C -19.22630 0.13630 8.19276
H -18.60218 0.94162 11.37296
H -19.27073 3.18715 11.96976
H -20.92721 2.06323 15.54434
H -20.20315 -0.44846 15.14138
H -23.60185 -4.22812 9.44193
H -24.82467 -3.59785 7.51701
H -24.51065 -1.28686 6.35692
H -23.23268 0.28402 7.39105
H -21.87273 -0.26816 9.48966
H -24.21591 -2.19538 11.40873
H -25.89654 -1.87255 13.11877
H -25.15614 -1.78362 15.58246
H -22.84112 -2.27245 16.01228
H -21.12818 -2.62562 14.33804
H -16.86897 -0.15767 8.87006
H -14.34796 -0.24134 8.83882
H -13.16437 -2.16129 9.74281
H -14.41518 -3.91284 11.02969
H -16.80698 -3.90133 10.90807
H -19.64317 -3.07668 6.97673
H -19.56423 -1.78204 4.83217
H -19.13218 0.66455 4.85279
H -19.23020 1.87930 7.02402
H -19.07432 0.71312 9.08184
F -22.88623 -7.05748 8.00290
B -22.84215 -8.06558 8.88133
F -21.07532 -4.65286 8.66157
F -23.72106 -8.12714 9.83653
F -21.93427 -9.02800 8.68577
N -19.46227 -8.64753 7.59757
C -18.72996 -7.45303 7.06048
P -17.77226 -6.52326 8.38930
O -16.93044 -7.40537 9.25078
O -18.90569 -5.79468 9.15645
C -16.71631 -5.19732 7.45253
N -15.28925 -5.38973 7.82778
H -18.81561 -9.42072 7.64931
H -20.32008 -8.84883 7.00863
H -19.89107 -8.56097 8.51864
H -19.50822 -6.72688 6.82950
H -18.13638 -7.63480 6.13075
H -17.06520 -4.30432 7.96414
H -16.89044 -5.00867 6.42830
H -15.03813 -5.65650 8.79036
H -14.72790 -4.54561 7.56301
H -14.93271 -6.23478 7.30040
C -17.58054 -6.67911 12.80424
C -19.07951 -6.21985 12.62755
O -19.04500 -5.12409 11.73387
C -19.86506 -5.78065 13.87311
F -20.05746 -6.76787 14.76196
F -21.04371 -5.38794 13.48385
F -19.28063 -4.76762 14.58551
C -20.05100 -7.33593 11.89438
F -19.43012 -8.18515 11.13576
F -20.90709 -7.94892 12.65196
F -20.93159 -6.59543 11.01239
H -17.03210 -5.80387 13.12692
H -17.31940 -7.14925 11.83375
H -17.49208 -7.47008 13.56315


(2)
69
Properties=species:S:1:pos:R:3 method="wB97M-V/def2-TZVPD" homo_energy_ha="-0.1693 / -0.1701" charge=-1 gap_ev="6.09 / 6.45"
Pd 0.49920 0.32624 0.08133
S -0.88748 2.11561 -0.04126
C -1.24341 2.50200 1.62508
C -2.23590 3.52823 1.84033
N -3.03213 4.35133 1.96311
C -0.63599 1.89221 2.64829
S 0.56513 0.64786 2.45055
C -0.95855 2.26583 4.01053
N -1.21544 2.53883 5.09926
Cl 4.11874 -2.98447 -1.77792
C 3.89006 -2.09992 -0.22356
C 2.68368 -1.17754 -0.31761
O 2.87066 0.03390 -0.50461
O 1.53098 -1.71403 -0.17719
H 4.78871 -1.52984 -0.03987
H 3.73288 -2.84900 0.54187
O -1.58578 -1.23342 0.36568
P -2.16242 -2.17680 -0.64843
C -1.99928 -3.93613 -0.17038
C -2.40465 -4.22780 1.29358
C -1.46871 -3.58941 2.33395
C 0.00294 -3.64472 1.88151
C 0.20451 -4.78547 0.88528
C -0.54873 -4.47382 -0.41688
C -1.21956 -2.08907 -2.20907
C -1.42254 -3.20962 -3.24772
C -2.50272 -2.92342 -4.29358
C -2.27595 -1.56829 -4.95955
C -2.27396 -0.45727 -3.91111
C -1.18496 -0.69459 -2.86301
C -3.91206 -1.78039 -1.03350
C -5.01101 -2.48197 -0.21713
C -5.17253 -1.91464 1.19578
C -5.48081 -0.42057 1.13533
C -4.33836 0.30867 0.43339
C -4.10314 -0.24059 -0.97713
H -2.69935 -4.46305 -0.83034
H -2.37394 -5.31543 1.40554
H -3.43030 -3.94321 1.49456
H -1.59920 -4.12315 3.27917
H -1.75002 -2.54934 2.50456
H 0.66377 -3.75110 2.74438
H 0.26651 -2.70396 1.38964
H -0.14159 -5.72931 1.32111
H 1.26263 -4.91660 0.64934
H -0.59062 -5.35831 -1.05493
H 0.06012 -3.73714 -0.94348
H -0.22758 -2.21870 -1.77477
H -1.61945 -4.16488 -2.75654
H -0.47036 -3.33253 -3.77676
H -3.49508 -2.92793 -3.82975
H -2.50547 -3.72319 -5.03855
H -3.04533 -1.38075 -5.71296
H -1.31004 -1.57971 -5.48009
H -3.26209 -0.41951 -3.44203
H -2.11211 0.51502 -4.38165
H -1.21963 0.07825 -2.09534
H -0.21342 -0.59236 -3.35670
H -4.02182 -2.10403 -2.07296
H -4.84816 -3.56008 -0.19791
H -5.95723 -2.32831 -0.74990
H -4.24369 -2.04278 1.76253
H -5.95699 -2.46070 1.72580
H -5.62312 -0.02024 2.14104
H -6.42007 -0.26480 0.58675
H -3.42000 0.19160 1.01242
H -4.54042 1.37952 0.36702
H -3.24277 0.27855 -1.40130
H -4.96936 0.00544 -1.60426


(3)
66
Properties=species:S:1:pos:R:3 method="wB97M-V/def2-TZVPD" homo_energy_ha="-0.5203 / -0.5189" charge=+2 multiplicity=4 gap_ev="7.78 / 7.95"
C 2.06665 -1.98084 0.86130
H 2.65085 -2.72142 1.42202
H 1.91814 -2.41020 -0.13861
H 1.07145 -1.97874 1.41996
C 2.86656 -0.66885 0.84279
H 2.68266 -0.03727 -0.05373
H 2.64405 -0.04365 1.72866
C 4.36303 -1.01916 0.81420
H 4.99112 -0.13051 0.88697
H 4.59475 -1.68752 1.64850
H 4.60991 -1.53681 -0.11566
C -1.24714 0.82592 -1.33739
C 0.06730 1.16501 -1.77429
C 0.74815 -0.05204 -2.10961
C -0.14866 -1.13858 -1.87997
C -1.39338 -0.59447 -1.42402
C -2.68251 -1.33054 -1.39224
C 0.09274 -2.55777 -2.25866
C 2.08562 -0.17419 -2.75330
C 0.59828 2.53892 -1.99496
C -2.33784 1.74951 -0.92181
Nd 0.33308 -0.13900 0.53352
H -0.59732 -3.23708 -1.74011
H -0.05145 -2.69989 -3.34269
H 1.11517 -2.88381 -2.02441
H -2.54870 -2.37504 -1.07913
H -3.40585 -0.85820 -0.71588
H -3.14599 -1.34712 -2.39454
H -1.98385 2.78392 -0.82244
H -3.15390 1.74605 -1.66265
H -2.77062 1.43633 0.04383
H 1.69681 2.54672 -2.00432
H 0.25748 2.94511 -2.96536
H 0.26597 3.24156 -1.21871
H 2.65418 -1.02637 -2.35421
H 1.98575 -0.33291 -3.84137
H 2.69221 0.72843 -2.60448
C -1.90357 3.41869 2.87759
N -1.06350 2.22631 2.71098
C 0.11426 2.44074 1.82818
P -1.55763 0.69663 3.06578
O -0.38956 -0.20615 2.67032
N -1.96797 0.64512 4.65232
C -2.17725 -0.68415 5.25378
C -1.39444 1.62924 5.58803
N -2.80048 0.08376 2.10958
C -4.17397 0.61172 2.25573
C -2.79492 -1.38720 1.91939
H -1.89951 4.00264 1.94564
H -1.50871 4.05594 3.68512
H -2.94308 3.16093 3.11349
H 0.98105 1.83208 2.15765
H -0.16309 2.25616 0.75584
H 0.40978 3.49411 1.88001
H -1.35640 -1.37420 5.00876
H -2.20973 -0.55607 6.34045
H -3.13136 -1.12170 4.93907
H -0.33702 1.83736 5.36319
H -1.95844 2.57205 5.57869
H -1.45994 1.21143 6.59941
H -4.65835 0.59415 1.26679
H -4.76910 -0.01411 2.94312
H -4.17388 1.64837 2.61597
H -1.95507 -1.70426 1.26748
H -2.71046 -1.93340 2.87857
H -3.73889 -1.66686 1.42352


(4)
49
Properties=species:S:1:pos:R:3 method="wB97M-V/def2-TZVPD" homo_energy_ha=-0.3286 de_lowest_kj_mol=0.0 charge=0 gap_ev=8.95 smiles="CCOC(=O)c1cnc(SC)nc1Oc1cccc(NS(=O)(=O)c2ccc(F)cc2)c1"
C 1.27237 2.71309 -5.00119
C -0.07527 2.01089 -4.91571
O -0.13896 1.13939 -3.78660
C 0.38834 -0.07588 -3.93315
O 0.89001 -0.47915 -4.95573
C 0.28131 -0.90864 -2.71514
C 0.71969 -2.22694 -2.77678
N 0.65301 -3.06622 -1.76119
C 0.13644 -2.58054 -0.64202
S -0.03697 -3.65209 0.70752
C 0.73064 -5.15000 0.02746
N -0.28803 -1.33868 -0.44340
C -0.22823 -0.49081 -1.45761
O -0.61394 0.76844 -1.33024
C -1.08459 1.35910 -0.17728
C -1.01141 2.75075 -0.17789
C -1.44362 3.46142 0.92529
C -1.94254 2.80343 2.03606
C -2.02172 1.41636 2.02874
N -2.47037 0.75826 3.18260
S -1.39792 0.81508 4.48864
O -1.94375 -0.04253 5.49324
O -1.13304 2.18321 4.79724
C 0.04973 0.05535 3.75354
C 0.86474 0.81925 2.93929
C 1.88330 0.20448 2.23182
C 2.05469 -1.16261 2.37271
F 3.03056 -1.76825 1.67248
C 1.25953 -1.93018 3.20785
C 0.23299 -1.30656 3.89436
C -1.60692 0.68782 0.91661
H 1.26394 3.41724 -5.82813
H 2.06080 1.98339 -5.16857
H 1.47695 3.24998 -4.07793
H -0.88553 2.72679 -4.76318
H -0.25547 1.42827 -5.82525
H 1.13663 -2.61244 -3.69763
H 1.77113 -4.93992 -0.19547
H 0.20370 -5.44037 -0.87462
H 0.64509 -5.91589 0.79079
H -0.61131 3.24568 -1.04798
H -1.38491 4.53876 0.92290
H -2.25213 3.33958 2.91700
H -2.75062 -0.20054 3.02870
H 0.69789 1.88211 2.87354
H 2.53367 0.76384 1.57846
H 1.43718 -2.98916 3.29724
H -0.42635 -1.85706 4.54620
H -1.67073 -0.38750 0.92242


(5)
8
Properties=species:S:1:pos:R:3 method="wB97M-V/def2-TZVPD" homo_energy_ha="-0.2289 / -0.2784" de_lowest_kj_mol=19.6 charge=0 multiplicity=2 gap_ev="5.39 / 6.64"
C 1.32121 1.47971 0.79754
C 1.12128 1.23877 -0.48704
H 0.80165 1.81119 -1.36074
F 1.73533 -0.00363 -0.98753
O -3.02773 -0.16428 -0.23988
C -2.20215 -0.90378 0.08690
Rb 1.80505 -1.75134 1.54754
O -1.55463 -1.70664 0.64322


(6)
84
Properties=species:S:1:pos:R:3 method="wB97M-V/def2-TZVPD" homo_energy_ha=-0.3340 charge=0 gap_ev=7.59
C -0.86360 0.17889 3.07171
O -1.70602 1.16003 3.61598
C -1.79461 2.33396 2.83534
C -3.21787 2.62842 2.39912
C -3.58849 1.97492 1.07805
C -2.78007 2.49862 -0.14278
C -2.18601 1.39873 -1.01169
C -0.78912 0.86516 -0.59423
C 0.26443 1.47104 -1.44347
C 0.99169 2.56526 -1.28044
P 1.09314 3.76256 0.07048
S 1.78366 2.92551 1.69183
C 1.87473 2.68170 -2.49986
O 2.59013 3.60848 -2.72641
O 1.72830 1.57000 -3.24873
C 0.67705 0.82695 -2.73202
O 0.22708 -0.16096 -3.26332
H -1.38040 -0.41400 2.31127
H -0.55719 -0.50114 3.85054
H 0.04948 0.58275 2.63746
H -1.40087 3.15237 3.42955
H -1.17302 2.28697 1.94703
H -3.86916 2.22416 3.16560
H -3.30410 3.70621 2.32811
H -4.61743 2.25235 0.88270
H -3.50579 0.89312 1.09412
H -3.43056 3.11819 -0.74525
H -1.99192 3.14964 0.22509
H -2.06759 1.80605 -2.01166
H -2.88872 0.58179 -1.11475
H -0.79381 -0.18718 -0.83587
H -0.57086 0.94124 0.46024
H -0.10364 4.47856 0.24369
H 2.04847 4.70505 -0.34992
C 3.91769 7.68082 -0.50370
Cl 3.88310 6.18458 -1.44076
Cl 3.64169 7.30487 1.20156
Cl 5.49075 8.46022 -0.68951
Cl 2.64882 8.76696 -1.08279
C 1.65374 -1.73317 5.84725
Cl 0.42140 -1.20954 7.00008
Cl 0.88685 -2.61652 4.52354
Cl 2.45945 -0.32045 5.16496
Cl 2.83007 -2.76546 6.66476
C -1.48866 -3.81190 -0.71917
Cl -1.23328 -3.48923 1.00185
Cl -3.19101 -3.55583 -1.11813
Cl -0.49111 -2.71348 -1.67749
Cl -1.03762 -5.47691 -1.08641
C 4.93476 2.05948 7.87943
Cl 5.84116 1.62144 6.42557
Cl 5.94454 1.79800 9.30554
Cl 4.46480 3.75930 7.77401
Cl 3.48149 1.06631 7.97627
C -1.69759 -9.59562 -1.73764
Cl -1.82297 -9.80446 0.01244
Cl -1.35460 -11.15269 -2.49736
Cl -3.21975 -8.95331 -2.36518
Cl -0.39207 -8.46443 -2.10162
C -0.50921 -6.64938 -5.79210
Cl 1.16743 -7.18434 -5.88686
Cl -1.57356 -8.05653 -5.87487
Cl -0.82318 -5.77597 -4.27188
Cl -0.84453 -5.57017 -7.14826
C 3.20697 -6.65075 -1.72545
Cl 2.74800 -7.83834 -0.50223
Cl 4.46733 -7.33024 -2.76226
Cl 1.80086 -6.22903 -2.71406
Cl 3.81823 -5.19662 -0.92912
C -8.09845 1.71970 -0.47367
Cl -6.49297 1.58204 -1.19948
Cl -8.99362 0.22147 -0.73849
Cl -7.93148 2.00999 1.26087
Cl -8.96625 3.06592 -1.21694
C 4.27775 6.94801 4.47106
Cl 2.73614 6.75328 3.62790
Cl 5.51002 7.49138 3.32657
Cl 4.09741 8.14687 5.75626
Cl 4.75825 5.40155 5.17640
C 0.86663 -2.99159 -9.89564
Cl 1.16996 -2.74665 -8.17472
Cl -0.84689 -2.71919 -10.23330
Cl 1.84088 -1.85827 -10.83694
Cl 1.29527 -4.64751 -10.33785


(7)
61
Properties=species:S:1:pos:R:3 method="wB97M-V/def2-TZVPD" homo_energy_ha="-0.2779 / -0.3159" de_lowest_kj_mol=28.5 charge=0 multiplicity=5 gap_ev="7.68 / 8.69"
Cr 0.41848 -0.22783 0.22738
C 0.92803 2.33660 1.48129
C 0.14578 1.66321 2.61463
N -0.08034 0.22857 2.35133
C -1.42686 -0.25409 2.72096
C -2.53971 0.45499 1.90666
N -2.08468 0.89417 0.59842
C -1.99703 2.32267 0.34077
C -0.70221 2.66641 -0.40238
N 0.46268 1.93518 0.13740
H 1.97182 2.02216 1.54541
H 0.89746 3.42370 1.61013
H -0.82090 2.14249 2.74572
H 0.69469 1.81200 3.54691
H 0.60148 -0.33951 2.84222
H -1.61520 -0.10294 3.78845
H -1.44267 -1.32460 2.51532
H -2.91731 1.30736 2.47857
H -3.37023 -0.24149 1.80151
H -2.56626 0.41227 -0.14802
H -2.02102 2.86395 1.28877
H -2.84438 2.69098 -0.24449
H -0.52539 3.74640 -0.36001
H -0.79489 2.37017 -1.44690
H 1.23826 2.09780 -0.49826
C 5.61926 0.65180 0.63724
C 5.47737 -0.25414 -0.57867
N 4.68863 -1.44596 -0.28112
C 5.44060 -2.60295 0.22003
C 5.85480 -3.53531 -0.90982
C 3.35764 -1.51110 -0.44480
S 2.50360 -0.13508 -1.06751
N 2.81555 -2.71355 -0.23355
C 1.57890 -2.94983 0.15314
O 0.75048 -2.11112 0.62341
C 1.10853 -4.35968 0.06170
C 2.00533 -5.41538 -0.08041
C 1.53506 -6.71432 -0.18504
C 0.16713 -6.96153 -0.16462
C -0.72836 -5.90800 -0.03575
C -0.26003 -4.60791 0.08353
H 6.18636 1.54981 0.38655
H 6.13116 0.14107 1.45537
H 4.62828 0.95167 0.98292
H 6.45594 -0.59298 -0.92343
H 5.00655 0.28575 -1.39401
H 4.82838 -3.13512 0.94016
H 6.31595 -2.21476 0.74299
H 4.96729 -3.89785 -1.42896
H 6.40532 -4.39194 -0.51743
H 6.49288 -3.01994 -1.63019
H 3.06648 -5.20510 -0.10569
H 2.23373 -7.53553 -0.28727
H -0.19970 -7.97639 -0.26087
H -1.79412 -6.09776 -0.03894
H -0.94546 -3.77296 0.16081
F -1.74467 -2.32941 -2.54720
B -1.89830 -1.30297 -1.64748
F -3.06335 -0.54595 -1.83547
F -1.88619 -1.79788 -0.30824
F -0.77659 -0.37882 -1.75742


(8)
10
Properties=species:S:1:pos:R:3 method="wB97M-V/def2-TZVPD" homo_energy_ha=-0.3414 de_lowest_kj_mol=238.1 charge=0 gap_ev=10.27 smiles="C1=NOCC1"
C -0.29952 1.18581 0.17933
N -0.34883 0.79873 1.39349
O 0.00294 -0.52285 1.53006
C 0.21846 -1.03758 0.20215
C 0.06620 0.18707 -0.79126
H -0.40710 2.30632 -0.11994
H -0.59728 -1.81718 0.24534
H 1.15613 -1.48129 0.12482
H -0.78079 -0.01245 -1.41705
H 0.98979 0.39341 -1.34694